The following is a quantum chemistry calculation of C33H28ClN4O2Ru as an isolated structure, from the Open Molecules 2025 dataset.

Atoms and positions in Å:
Ru 0.72 -0.07 -0.09
O -0.56 0.93 1.08
C -0.47 1.19 2.35
C -1.65 1.34 3.11
C -1.61 1.64 4.44
C -0.39 1.81 5.12
C 0.78 1.66 4.40
C 0.76 1.35 3.03
C 2.00 1.29 2.32
N 2.16 0.99 1.08
C 3.53 1.06 0.59
C 3.49 1.55 -0.84
N 2.57 0.65 -1.50
C 2.50 0.56 -2.76
C 1.79 -0.54 -3.37
C 1.58 -0.56 -4.75
C 1.01 -1.64 -5.38
C 0.70 -2.77 -4.61
C 0.92 -2.78 -3.25
C 1.44 -1.66 -2.56
O 1.57 -1.71 -1.26
H -2.59 1.21 2.58
H -2.54 1.75 4.99
H -0.37 2.05 6.17
H 1.74 1.79 4.89
H 2.89 1.56 2.89
H 3.96 0.05 0.60
H 4.15 1.71 1.21
H 4.48 1.52 -1.29
H 3.14 2.59 -0.88
H 3.05 1.24 -3.42
H 1.88 0.31 -5.33
H 0.84 -1.64 -6.45
H 0.28 -3.64 -5.08
H 0.69 -3.67 -2.66
N -0.87 -1.35 -0.89
C -2.09 -1.37 -0.17
C -3.31 -1.16 -0.81
C -4.48 -1.10 -0.08
C -4.43 -1.26 1.30
C -3.22 -1.50 1.92
C -2.03 -1.58 1.20
C -0.74 -1.93 1.85
C -0.78 -2.78 2.97
C 0.36 -3.11 3.67
C 1.58 -2.62 3.25
C 1.64 -1.81 2.13
C 0.50 -1.43 1.41
H -0.98 -1.30 -1.90
H -0.26 -2.14 -0.67
H -3.33 -1.03 -1.89
H -5.42 -0.93 -0.58
H -5.34 -1.20 1.89
H -3.18 -1.61 3.00
H -1.73 -3.20 3.27
H 0.29 -3.76 4.54
H 2.49 -2.87 3.79
H 2.61 -1.48 1.78
Cl -3.80 2.27 -3.29
C -2.18 2.55 -2.73
C -1.49 3.68 -3.10
C -0.21 3.84 -2.60
C 0.31 2.86 -1.78
N -0.35 1.75 -1.44
C -1.59 1.61 -1.90
H -1.94 4.42 -3.75
H 0.38 4.72 -2.83
H 1.30 2.97 -1.35
H -2.15 0.75 -1.58

Calculated values
Relative energy (zero: lowest compared OMol25 entry of this formula, charge and spin), eV: 0.0000
Multiplicity: 2
Frontier orbital gap (spin up / spin down), eV: 7.5 / 7.4

---

The following is a quantum chemistry calculation of C33H28GeN14O8Rb as an isolated structure, from the Open Molecules 2025 dataset.

Atoms and positions in Å:
Rb -1.35 -1.79 -0.19
N 1.17 -4.44 0.31
C 1.96 -3.34 0.55
N 3.27 -3.30 0.21
N 3.67 -2.10 0.58
N 2.65 -1.49 1.11
N 1.55 -2.23 1.12
C -0.23 -4.33 0.43
N -1.06 -4.63 -0.55
N -2.27 -4.37 -0.03
N -2.14 -3.91 1.18
N -0.84 -3.88 1.52
H 1.48 -5.03 -0.44
O -0.96 1.97 0.42
C -1.58 2.37 1.61
C -1.82 1.25 2.60
C -2.52 1.54 3.77
C -2.74 0.53 4.69
C -2.25 -0.74 4.41
C -1.57 -0.93 3.22
N -1.35 0.05 2.34
H -1.59 1.38 -0.05
H -2.54 2.86 1.41
H -0.93 3.12 2.08
H -2.90 2.54 3.95
H -3.28 0.72 5.60
H -2.40 -1.57 5.08
H -1.17 -1.90 2.95
N 1.99 0.49 -6.28
C 2.14 1.40 -5.28
O 2.47 2.55 -5.50
C 1.89 0.91 -3.88
C 1.70 1.85 -2.89
C 1.43 1.41 -1.60
N 1.37 0.13 -1.26
C 1.58 -0.77 -2.21
C 1.84 -0.43 -3.54
H 2.08 0.83 -7.22
H 1.55 -0.39 -6.12
H 1.74 2.90 -3.13
H 1.22 2.12 -0.81
H 1.54 -1.81 -1.92
H 2.01 -1.23 -4.24
Ge 2.51 0.29 1.84
C 3.98 1.30 1.09
C 3.80 2.66 0.88
C 4.83 3.45 0.38
C 6.05 2.87 0.08
C 6.24 1.52 0.28
C 5.22 0.73 0.79
C 2.63 0.05 3.75
C 3.73 -0.56 4.35
C 3.80 -0.70 5.72
C 2.77 -0.23 6.52
C 1.66 0.36 5.94
C 1.59 0.49 4.56
H 1.14 0.85 1.46
H 2.85 3.13 1.10
H 4.67 4.51 0.22
H 6.85 3.48 -0.32
H 7.19 1.06 0.04
H 5.37 -0.33 0.91
H 4.55 -0.93 3.73
H 4.67 -1.17 6.17
H 2.82 -0.35 7.59
H 0.84 0.71 6.56
H 0.70 0.93 4.11
O -1.84 -0.70 -2.43
C -2.80 -0.10 -1.92
O -2.85 0.49 -0.81
C -4.10 -0.12 -2.70
C -4.84 -1.30 -2.83
C -6.02 -1.28 -3.55
C -6.51 -0.15 -4.18
C -5.75 0.99 -4.03
C -4.57 1.04 -3.31
N -6.23 2.23 -4.68
O -5.55 3.23 -4.56
O -7.33 2.20 -5.20
N -6.80 -2.52 -3.68
O -6.41 -3.50 -3.08
O -7.74 -2.51 -4.45
H -4.50 -2.22 -2.37
H -7.43 -0.16 -4.74
H -4.02 1.97 -3.23

Calculated values
Charge: -1
Multiplicity: 1
Frontier orbital gap, eV: 7.3

---

The following is a quantum chemistry calculation of C33H28N5S3Tc as an isolated structure, from the Open Molecules 2025 dataset.

Atoms and positions in Å:
Tc 0.62 -0.24 -0.47
S 1.67 0.19 5.25
C 1.55 0.32 6.94
C 0.25 0.44 7.35
C -0.66 0.43 6.28
C -0.05 0.29 5.06
C -0.68 0.25 3.75
C 0.10 0.07 2.59
N -0.41 0.03 1.36
C -1.75 0.16 1.20
C -2.61 0.34 2.29
C -4.02 0.49 2.03
C -4.51 0.49 0.77
C -3.64 0.34 -0.36
C -4.08 0.38 -1.69
C -3.18 0.26 -2.74
C -1.83 0.06 -2.41
N -1.38 0.01 -1.16
C -2.27 0.16 -0.13
C -3.58 0.32 -4.14
C -2.77 0.34 -5.25
C -3.50 0.42 -6.46
C -4.85 0.45 -6.25
S -5.25 0.39 -4.60
C -2.05 0.37 3.57
H 2.44 0.29 7.55
H -0.04 0.54 8.39
H -1.73 0.51 6.41
H 1.17 -0.04 2.66
H -4.68 0.61 2.88
H -5.57 0.61 0.59
H -5.13 0.53 -1.88
H -1.08 -0.05 -3.18
H -1.69 0.32 -5.23
H -3.05 0.46 -7.44
H -5.63 0.51 -6.98
H -2.70 0.51 4.42
C 4.86 0.36 -1.13
N 4.38 0.29 0.25
C 5.03 -0.70 1.09
C 3.16 0.71 0.58
C 2.51 1.84 -0.13
C 3.12 3.09 -0.21
C 2.43 4.13 -0.83
C 1.17 3.92 -1.37
C 0.57 2.68 -1.30
C 1.23 1.61 -0.67
H 5.94 0.43 -1.13
H 4.45 1.23 -1.63
H 4.56 -0.55 -1.67
H 6.11 -0.65 0.94
H 4.68 -1.70 0.82
H 4.82 -0.50 2.13
H 2.97 0.67 1.65
H 2.18 -0.33 0.33
H 4.10 3.25 0.22
H 2.89 5.10 -0.89
H 0.66 4.74 -1.85
H -0.42 2.54 -1.72
S 1.50 -1.27 -2.48
C 0.92 -2.72 -1.78
N 0.99 -3.92 -2.40
C 0.52 -5.05 -1.83
C -0.06 -4.98 -0.59
C -0.12 -3.73 0.02
N 0.37 -2.63 -0.56
H 1.42 -3.97 -3.32
H 0.63 -5.97 -2.40
H -0.46 -5.86 -0.11
H -0.56 -3.60 1.00

Calculated values
Charge: +3
Relative energy (zero: lowest compared OMol25 entry of this formula, charge and spin), eV: 0.0000
Multiplicity: 4
Frontier orbital gap (spin up / spin down), eV: 5.6 / 4.8

---

The following is a quantum chemistry calculation of C33H29Br2CsN11O3S2 as an isolated structure, from the Open Molecules 2025 dataset.

Atoms and positions in Å:
Cs -0.88 0.43 -0.42
C -3.22 -4.34 -2.67
C -2.50 -3.49 -1.66
N -1.30 -3.10 -1.79
N -0.66 -3.38 -2.94
C 0.68 -3.15 -3.10
N 1.05 -2.99 -4.40
S 1.77 -3.16 -1.86
C -3.25 -3.01 -0.46
C -3.91 -3.89 0.39
C -4.59 -3.38 1.48
C -4.60 -2.01 1.68
C -3.93 -1.21 0.77
N -3.27 -1.69 -0.28
H -3.39 -3.79 -3.60
H -4.19 -4.65 -2.28
H -2.63 -5.23 -2.90
H -1.20 -3.49 -3.79
H 0.40 -2.50 -5.00
H 2.01 -2.71 -4.51
H -3.87 -4.96 0.22
H -5.09 -4.04 2.17
H -5.09 -1.56 2.54
H -3.92 -0.13 0.88
C 1.31 4.27 -0.36
C 0.74 4.11 -1.74
C 0.63 5.21 -2.62
C 0.08 5.02 -3.86
C -0.35 3.74 -4.26
C -0.93 3.44 -5.51
Br -1.26 4.83 -6.79
C -1.31 2.16 -5.83
C -1.10 1.14 -4.92
Br -1.65 -0.62 -5.40
C -0.54 1.30 -3.63
O -0.38 0.36 -2.81
C -0.17 2.69 -3.32
N 0.34 2.91 -2.09
H 1.75 5.26 -0.22
H 2.08 3.51 -0.19
H 0.54 4.12 0.39
H 0.97 6.19 -2.31
H -0.02 5.85 -4.55
H -1.77 1.95 -6.78
O -1.66 -1.74 2.65
N -1.14 -0.63 2.86
C -1.86 0.30 3.50
C -1.25 1.54 3.75
N -0.76 2.56 3.97
C -3.19 0.14 3.99
N -4.26 0.01 4.40
C -2.89 4.29 -0.64
C -2.38 3.56 0.58
N -1.85 4.34 1.54
O -2.40 2.33 0.65
H -3.21 5.31 -0.41
H -3.71 3.73 -1.07
H -2.08 4.33 -1.37
H -1.89 5.34 1.49
H -1.48 3.90 2.39
S 6.07 -2.26 2.30
C 4.53 -1.50 1.76
C 3.43 -2.29 1.49
C 2.25 -1.66 1.10
N 2.15 -0.34 0.98
C 3.22 0.40 1.23
C 4.44 -0.12 1.63
C 5.66 -2.33 4.05
C 5.75 -1.20 4.85
C 5.42 -1.32 6.19
N 5.03 -2.46 6.75
C 4.94 -3.53 5.97
C 5.25 -3.53 4.62
H 3.48 -3.37 1.57
H 1.36 -2.24 0.89
H 3.09 1.48 1.12
H 5.29 0.51 1.82
H 6.06 -0.25 4.43
H 5.47 -0.46 6.85
H 4.61 -4.44 6.46
H 5.16 -4.42 4.02

Calculated values
Charge: -1
Relative energy (zero: lowest compared OMol25 entry of this formula, charge and spin), eV: 1.6825
Multiplicity: 1
Frontier orbital gap, eV: 6.7